[1]
DFT (ωB97M-V/def2-TZVPD) results for a molecular structure, C19H35Cl2CuGeN3OSSi3.

```
66
Properties=species:S:1:pos:R:3:mulliken_charge:R:1
Cu 0.229 0.353 0.334 0.942
Cl -2.227 -3.977 -0.364 -0.231
C -1.629 -3.312 1.122 0.750
C -1.752 -4.067 2.298 -0.759
C -1.299 -3.581 3.488 0.758
Cl -1.476 -4.542 4.929 -0.278
C -0.691 -2.306 3.559 0.135
C -0.202 -1.716 4.744 -0.932
C 0.359 -0.472 4.702 -0.852
C 0.456 0.191 3.468 -0.284
N 0.023 -0.334 2.347 -0.724
C -0.562 -1.562 2.364 1.471
C -1.045 -2.054 1.093 -0.980
O -0.913 -1.343 0.018 -0.758
H -2.215 -5.043 2.251 0.463
H -0.284 -2.259 5.675 0.421
H 0.735 0.004 5.597 0.441
H 0.911 1.172 3.401 0.458
C 2.180 -3.275 -0.034 -0.635
Si 2.348 -2.117 -1.498 0.576
C 0.923 -2.374 -2.683 -0.892
C 3.970 -2.504 -2.371 -1.124
Ge 2.400 0.156 -0.782 -0.573
Si 2.499 1.779 -2.519 0.434
C 2.515 3.507 -1.784 -0.910
C 4.082 1.552 -3.511 -1.085
C 1.031 1.586 -3.668 -0.854
Si 3.784 0.661 1.085 0.373
C 3.193 2.263 1.879 -0.989
C 3.726 -0.734 2.341 -0.855
C 5.569 0.897 0.542 -1.106
H 2.109 -4.307 -0.386 0.426
H 1.285 -3.058 0.549 -0.106
H 3.045 -3.202 0.627 0.281
H 0.864 -3.424 -2.982 0.397
H 1.042 -1.770 -3.585 0.279
H -0.016 -2.104 -2.197 0.103
H 3.975 -3.539 -2.724 0.372
H 4.819 -2.375 -1.696 0.281
H 4.126 -1.853 -3.234 0.253
H 3.401 3.658 -1.164 0.223
H 1.632 3.688 -1.169 0.223
H 2.533 4.256 -2.580 0.397
H 4.962 1.663 -2.875 0.248
H 4.146 2.294 -4.312 0.385
H 4.121 0.561 -3.968 0.270
H 0.099 1.616 -3.101 0.074
H 1.075 0.638 -4.207 0.287
H 1.011 2.395 -4.404 0.414
H 2.103 2.307 1.921 0.103
H 3.529 3.126 1.301 0.325
H 3.584 2.366 2.895 0.410
H 2.703 -1.050 2.549 0.104
H 4.187 -0.424 3.283 0.392
H 4.275 -1.603 1.971 0.306
H 5.651 1.712 -0.181 0.253
H 5.956 -0.009 0.072 0.303
H 6.211 1.136 1.394 0.362
N -2.775 0.525 -0.706 -0.262
C -2.405 1.795 -0.633 0.716
N -3.344 2.740 -0.830 -0.427
S -0.810 2.303 -0.325 -0.476
H -3.741 0.287 -0.858 0.213
H -2.102 -0.239 -0.522 0.069
H -4.279 2.509 -1.116 0.178
H -3.066 3.704 -0.802 0.224
```

2S+1	2
⟨S²⟩	0.756
HOMO-LUMO gap (spin up / spin down)	0.2560 / 0.2360	Ha
net charge	0
electronic energy	-187462.6088	eV

=====

[2]
DFT (ωB97M-V/def2-TZVPD) results for a molecular structure, C20H15AuCl2O2PS.

```
42
Properties=species:S:1:pos:R:3:mulliken_charge:R:1
Au 2.183 0.185 -1.812 0.353
O 3.176 -2.771 0.148 -0.558
C 2.485 -2.435 -0.780 0.380
O 2.892 -1.715 -1.836 -0.727
C 1.019 -2.832 -0.896 -0.698
P 0.019 -1.358 -1.226 0.517
C -1.605 -1.957 -1.731 0.831
C -2.770 -1.558 -1.066 -0.313
C -3.978 -2.158 -1.388 -0.679
C -4.034 -3.128 -2.380 -0.454
C -2.885 -3.491 -3.076 -0.673
C -1.674 -2.901 -2.763 -0.555
C -0.237 -0.460 0.315 0.943
C -0.653 0.872 0.237 -0.296
C -0.901 1.592 1.398 -0.770
C -0.717 0.987 2.637 -0.579
C -0.283 -0.330 2.716 -0.844
C -0.041 -1.058 1.558 -0.364
H 0.644 -3.367 -0.032 0.524
H 0.936 -3.471 -1.773 0.448
H -2.737 -0.801 -0.295 0.316
H -4.878 -1.865 -0.859 0.408
H -4.980 -3.598 -2.620 0.395
H -2.935 -4.232 -3.866 0.397
H -0.787 -3.167 -3.331 0.373
H -0.793 1.342 -0.733 0.643
H -1.237 2.622 1.335 0.524
H -0.915 1.545 3.547 0.429
H -0.129 -0.796 3.682 0.424
H 0.316 -2.079 1.631 0.287
Cl 3.291 0.686 0.838 -0.120
C 2.613 2.256 0.986 0.818
C 2.683 2.812 2.238 -0.706
C 2.198 4.097 2.456 -0.411
C 1.661 4.851 1.419 -0.703
C 1.600 4.322 0.155 0.258
Cl 0.961 5.318 -1.088 -0.157
C 2.037 2.980 -0.117 0.113
S 1.772 2.437 -1.707 -0.115
H 3.130 2.244 3.042 0.452
H 2.257 4.523 3.450 0.428
H 1.297 5.857 1.588 0.462
```

2S+1	3
ΔE to the lowest compared entry with this formula, charge and spin	11.1	kcal/mol
⟨S²⟩	2.037
HOMO-LUMO gap (spin up / spin down)	0.3202 / 0.2165	Ha
net charge	+1
electronic energy	-73932.2755	eV

=====

[3]
DFT (ωB97M-V/def2-TZVPD) results for a molecular structure, C23H23B2CrF4N6O6S.

```
66
Properties=species:S:1:pos:R:3:mulliken_charge:R:1
Cr -0.339 0.775 -0.312 -1.768
C -3.685 3.187 -1.745 -1.838
C -2.776 2.201 -1.115 0.401
N -1.499 2.203 -1.224 1.112
O -0.905 3.126 -1.991 -0.622
B 0.521 3.234 -1.571 0.476
F 0.995 1.850 -1.615 0.060
F 1.189 4.089 -2.327 -0.249
O 0.585 3.567 -0.120 -0.592
N 0.279 2.490 0.616 1.176
C 0.411 2.548 1.891 0.592
C 0.920 3.715 2.646 -1.758
C 0.022 1.281 2.537 -0.027
N -0.323 0.367 1.703 1.476
O -0.599 -0.844 2.145 -0.412
B -1.512 -1.647 1.218 0.836
F -0.822 -1.855 0.032 -0.283
F -1.936 -2.716 1.884 -0.257
O -2.666 -0.717 0.913 -0.801
N -2.312 0.302 0.127 0.886
C -3.261 1.063 -0.304 0.296
C -4.697 0.842 -0.012 -1.891
C 0.073 1.050 4.017 -1.523
H -3.129 4.013 -2.178 0.443
H -4.391 3.559 -1.002 0.428
H -4.272 2.701 -2.528 0.366
H 1.140 4.548 1.986 0.435
H 1.827 3.417 3.179 0.345
H 0.187 4.022 3.394 0.396
H -4.887 -0.199 0.235 0.509
H -5.310 1.150 -0.857 0.462
H -4.988 1.454 0.847 0.331
H -0.182 1.988 4.519 0.581
H 1.573 0.713 5.233 0.358
H -0.669 0.293 4.284 0.349
O 3.852 -0.301 0.662 -0.719
S 2.482 -0.448 1.142 0.367
O 1.402 0.647 4.285 -0.463
N 1.397 -0.347 -0.296 0.547
C 1.756 -0.780 -1.495 0.040
C 3.027 -1.292 -1.879 -0.239
C 3.238 -1.750 -3.172 -0.934
C 2.233 -1.732 -4.119 -0.770
C 0.937 -1.231 -3.792 0.863
C -0.128 -1.200 -4.708 -0.780
C -1.345 -0.708 -4.302 -1.275
C -1.478 -0.235 -2.997 -0.074
N -0.484 -0.245 -2.120 1.102
C 0.715 -0.746 -2.504 0.376
C 2.153 -2.132 1.569 0.916
C 1.955 -3.207 0.705 0.100
C 1.828 -4.479 1.227 -0.793
C 1.899 -4.685 2.600 -0.574
C 2.093 -3.615 3.458 -0.776
C 2.218 -2.334 2.947 -0.417
H 3.831 -1.295 -1.158 0.725
H 4.217 -2.122 -3.437 0.478
H 2.416 -2.085 -5.124 0.490
H 0.015 -1.566 -5.716 0.517
H -2.195 -0.680 -4.966 0.516
H -2.432 0.133 -2.648 0.497
H 1.873 -3.070 -0.361 0.311
H 1.665 -5.319 0.566 0.434
H 1.797 -5.684 3.000 0.430
H 2.146 -3.778 4.524 0.440
H 2.357 -1.488 3.603 0.366
```

2S+1	4
⟨S²⟩	3.890
HOMO-LUMO gap (spin up / spin down)	0.2087 / 0.2136	Ha
net charge	+2
electronic energy	-96918.3608	eV

=====

[4]
DFT (ωB97M-V/def2-TZVPD) results for a single C3H7NO4S molecule in a non-equilibrium geometry.

```
16
Properties=species:S:1:pos:R:3:mulliken_charge:R:1
N 0.476 1.398 0.415 -0.717
C 0.551 -0.072 0.431 0.435
C -0.483 -0.853 -0.465 -0.695
S -2.144 -0.335 -0.148 0.841
O -2.466 -0.635 1.277 -0.574
O -2.280 1.019 -0.801 -0.578
C 1.944 -0.401 0.036 0.124
O 2.310 -1.535 -0.212 -0.569
O 2.823 0.664 0.018 -0.512
H 0.354 1.704 -0.517 0.248
H -0.260 1.734 1.039 0.289
H 0.468 -0.489 1.449 0.316
H -0.209 -1.952 -0.401 0.385
H -0.269 -0.544 -1.507 0.378
H -3.054 -1.126 -0.873 0.179
H 2.240 1.424 0.256 0.451
```

ΔE to the lowest compared entry with this formula, charge and spin	28.3	kcal/mol
HOMO-LUMO gap	0.3934	Ha
net charge	0
electronic energy	-23738.6360	eV

=====

[5]
DFT (ωB97M-V/def2-TZVPD) results for 2 unconnected molecules or ions with the total composition C3H5N2O2 in a non-equilibrium geometry.

```
12
Properties=species:S:1:pos:R:3:mulliken_charge:R:1
C 0.181 0.880 -0.124 0.238
C -0.373 -1.302 -0.456 -0.362
C -1.074 -0.727 0.788 -0.257
N 2.430 3.492 0.702 0.384
N 0.347 -0.111 -0.941 -0.087
O 1.842 2.920 -0.051 0.005
O -0.572 0.642 0.871 -0.258
H 0.345 -2.089 -0.213 0.283
H -1.066 -1.665 -1.216 0.294
H -2.160 -0.675 0.699 0.276
H -0.805 -1.227 1.719 0.274
H 0.905 -0.138 -1.778 0.211
```

ΔE to the lowest compared entry with this formula, charge and spin	100.6	kcal/mol
HOMO-LUMO gap (spin up / spin down)	0.3623 / 0.2117	Ha
net charge	+1
electronic energy	-10255.3123	eV

=====

[6]
DFT (ωB97M-V/def2-TZVPD) results for a single C4H11PS2 molecule in a non-equilibrium geometry.

```
18
Properties=species:S:1:pos:R:3:mulliken_charge:R:1
C -1.635 0.893 -0.020 -1.167
C -0.686 -0.234 0.349 -0.173
C -0.654 -0.578 1.917 -0.885
P 1.054 0.229 -0.229 0.589
C 1.259 0.139 -2.046 -0.966
S 1.554 1.967 0.485 -0.375
S 2.326 -1.430 0.218 -0.297
H -1.576 1.661 0.956 0.241
H -1.387 1.661 -0.805 0.302
H -2.634 0.571 -0.290 0.318
H -0.922 -1.208 -0.212 0.411
H -0.505 0.456 2.232 0.291
H 0.203 -1.236 1.890 0.231
H -1.641 -0.912 2.281 0.352
H 2.293 0.466 -2.290 0.327
H 1.077 -0.914 -2.250 0.354
H 0.514 0.747 -2.628 0.323
H 1.361 -2.277 0.444 0.124
```

ΔE to the lowest compared entry with this formula, charge and spin	7.6	kcal/mol
HOMO-LUMO gap	0.3370	Ha
net charge	0
electronic energy	-35285.7669	eV

=====

[7]
DFT (ωB97M-V/def2-TZVPD) results for a molecular structure, C5H14N2O2 in a non-equilibrium geometry.

```
23
Properties=species:S:1:pos:R:3:mulliken_charge:R:1
C -0.001 -0.494 -1.482 -0.483
C 1.979 -1.691 -0.057 -0.992
C -0.167 -1.524 1.035 -1.091
C -1.414 0.017 -1.466 -0.973
N 0.769 -0.904 0.109 -0.046
H 0.682 0.195 -1.970 0.327
H 0.046 -1.514 -1.871 0.466
H 2.484 -1.842 0.900 0.361
H 2.658 -1.185 -0.743 0.328
H -0.532 -2.482 0.648 0.359
H 1.756 -2.684 -0.464 0.360
H -0.980 -0.827 1.221 0.326
H 0.300 -1.685 2.008 0.390
H -1.446 1.102 -1.404 0.271
H -1.893 -0.254 -2.412 0.357
H -2.011 -0.415 -0.663 0.291
N -1.373 2.813 1.588 -0.536
C 0.416 1.788 0.361 -0.079
O -0.372 1.751 1.455 -0.142
O 0.402 2.695 -0.431 -0.580
H -1.244 3.383 0.747 0.284
H -1.038 3.363 2.378 0.248
H 0.980 0.395 0.515 0.551
```

ΔE to the lowest compared entry with this formula, charge and spin	124.1	kcal/mol
HOMO-LUMO gap	0.3085	Ha
net charge	0
electronic energy	-12482.9456	eV

=====

[8]
DFT (ωB97M-V/def2-TZVPD) results for a gas-phase ion, C10H20BN2O4S (charge +1) in a non-equilibrium geometry.

```
38
Properties=species:S:1:pos:R:3:mulliken_charge:R:1
C -3.276 -0.909 -0.025 -0.813
C -2.395 -1.771 1.058 0.155
O -2.979 -1.523 2.387 -0.566
C -0.773 -1.552 0.961 -0.406
C -0.245 -0.056 1.374 -0.003
N -0.130 0.500 2.779 -0.082
C 0.448 1.893 2.657 -0.066
S 0.740 2.768 4.288 -0.186
N 0.744 2.365 1.227 0.365
B 1.358 3.694 0.785 0.274
O 1.526 4.094 -0.657 -0.492
O 1.891 4.687 1.772 -0.488
C 0.316 1.157 0.369 0.114
C 0.391 1.001 -1.261 -0.464
C 1.528 -0.075 -1.780 -0.635
C 0.858 -1.356 -2.585 -0.583
C 1.660 -2.773 -2.348 -0.303
O 1.656 -3.549 -3.609 -0.537
H -3.931 -1.683 -0.655 0.289
H -4.077 -0.208 0.515 0.307
H -2.644 -0.276 -0.780 0.111
H -2.599 -2.922 0.818 0.395
H -3.872 -2.016 2.355 0.357
H -0.257 -2.312 1.723 0.402
H -0.378 -1.790 -0.116 -0.191
H -0.365 0.105 3.717 0.324
H 0.187 4.058 4.313 0.244
H 2.405 3.705 -1.003 0.344
H 2.782 4.393 2.125 0.334
H -0.659 0.554 -1.612 0.065
H 0.524 2.002 -1.853 0.489
H 2.290 -0.400 -0.938 0.401
H 2.184 0.503 -2.591 0.302
H 0.839 -1.180 -3.766 0.358
H -0.272 -1.559 -2.281 0.384
H 2.751 -2.574 -1.935 0.305
H 1.099 -3.420 -1.544 0.168
H 0.675 -3.577 -3.882 0.328
```

ΔE to the lowest compared entry with this formula, charge and spin	101.0	kcal/mol
HOMO-LUMO gap	0.2789	Ha
net charge	+1
electronic energy	-33363.9882	eV